Entry from the Open Molecules 2025 dataset: a cluster of 2 separate species, C6H10N2 in total in a non-equilibrium geometry (ωB97M-V/def2-TZVPD).

CARTESIAN COORDINATES (ANGSTROEM)
C: 3.0611 0.3162 -0.6709
C: -1.0631 0.7970 -1.5291
C: -0.6135 0.4746 -0.3624
C: -0.7508 1.4952 0.7566
C: -0.6794 -1.4479 1.2464
C: -0.2020 -0.8976 -0.0759
N: 3.6081 0.7447 0.2112
N: 0.4586 -1.3620 -1.0143
H: -1.0425 0.0336 -2.2854
H: -1.4367 1.7941 -1.6923
H: -1.0437 2.5137 0.2555
H: -1.5505 1.3512 1.3075
H: 0.1579 1.5437 1.3360
H: 0.0959 -1.2759 1.9164
H: -1.5129 -0.9296 1.6216
H: -0.8662 -2.4600 1.1623
H: 2.5193 -0.4246 -1.2684
H: 0.8604 -2.2664 -0.9148

Calculated values
* energy above the lowest of the compared OMol25 structures with the same formula, charge and spin: 1.8219 eV
* electronic energy: -343.8787 Ha
* multiplicity: 3
* F_max: 0.2244 Eh/bohr
* Kohn-Sham gap (alpha / beta): 6.3 / 7.2 eV
* LUMO level (alpha / beta): 0.930 / -2.672 eV